# 1
C16H29ClF7INO6Si2 | ωB97M-V with the def2-TZVPD basis set

Each line ends with the Löwdin charge.
Element x y z (Å)
1 C -4.827 -2.896 -2.482  -0.10
2 C -3.682 -2.086 -1.782  -0.14
3 C -2.573 -3.030 -1.224  -0.46
4 O -2.582 -4.217 -1.336  0.14
5 O -1.518 -2.377 -0.565  -0.06
6 C -1.619 -2.690 0.836  -0.21
7 C -1.544 -1.390 1.757  -0.19
8 Si 0.230 -0.680 1.833  0.27
9 Cl 0.016 1.392 2.080  0.44
10 O 0.975 -1.162 0.409  -0.26
11 Si 1.727 0.085 -0.522  0.55
12 C 0.468 1.305 -1.358  -0.35
13 C -0.889 0.631 -1.899  -0.48
14 C -2.088 1.086 -0.955  -0.30
15 N -3.140 1.850 -1.711  -0.03
16 C 3.088 1.066 0.371  -0.26
17 C 3.596 2.253 -0.558  -0.19
18 C 3.497 3.674 0.160  -0.22
19 O 2.983 4.655 -0.744  -0.21
20 C 1.753 5.233 -0.303  -0.12
21 C 2.673 -0.870 -1.957  -0.20
22 O 1.980 -0.826 -3.236  -0.75
23 O 2.122 -2.052 -3.914  -0.14
24 C 1.283 -1.497 3.260  -0.39
25 F 1.469 -2.847 3.067  0.08
26 F 2.561 -0.922 3.112  0.03
27 C 0.838 -1.131 4.718  -0.34
28 F 1.834 -1.611 5.562  0.10
29 F 0.763 0.205 4.963  0.11
30 C -0.509 -1.786 5.222  -0.47
31 F -1.537 -0.896 5.138  0.14
32 F -0.361 -2.013 6.570  0.12
33 F -0.801 -2.980 4.680  0.17
34 H -4.365 -3.600 -3.217  0.08
35 H -5.377 -3.446 -1.677  0.08
36 H -5.477 -2.192 -3.048  0.07
37 H -4.088 -1.516 -0.907  0.12
38 H -3.164 -1.353 -2.455  0.13
39 H -0.766 -3.338 1.160  0.12
40 H -2.595 -3.183 1.060  0.13
41 H -1.930 -1.712 2.753  0.07
42 H -2.246 -0.589 1.400  0.07
43 H 0.243 2.197 -0.717  0.04
44 H 1.007 1.700 -2.259  -0.05
45 H -0.823 -0.463 -2.058  0.03
46 H -1.111 1.102 -2.955  -0.11
47 H -2.601 0.153 -0.608  0.06
48 H -1.749 1.748 -0.121  0.06
49 H -2.684 2.643 -2.171  0.06
50 H -3.741 2.271 -0.992  0.05
51 H 3.970 0.371 0.473  0.08
52 H 2.840 1.394 1.407  0.04
53 H 3.061 2.322 -1.533  0.10
54 H 4.676 2.087 -0.796  0.10
55 H 4.550 3.974 0.416  0.12
56 H 2.896 3.549 1.092  0.10
57 H 0.918 4.746 -0.871  0.09
58 H 1.607 5.220 0.802  0.08
59 H 1.738 6.315 -0.610  0.09
60 H 3.734 -0.491 -2.052  0.08
61 H 2.764 -1.948 -1.667  0.09
62 H 2.118 -1.847 -4.871  0.05
63 I 0.408 0.409 -4.173  0.66

Calculated values
* orbital gap: 4.5 eV
* max |F|: 8.115 eV Å⁻¹
* multiplicity: 1
* E: -3169.12540 hartree
* charge: -1


# 2
C16H29F10NO8S | ωB97M-V with the def2-TZVPD basis set

Each line ends with the Löwdin charge.
Element x y z (Å)
1 O -0.124 7.805 0.301  -0.22
2 S -1.075 6.831 0.650  0.58
3 O -1.758 7.141 1.829  -0.20
4 F -2.102 6.729 -0.521  -0.10
5 N -0.250 5.384 0.796  0.06
6 C -0.983 4.193 0.435  -0.55
7 F -0.533 3.216 1.230  0.14
8 F -2.266 4.304 0.707  0.18
9 C -0.820 3.691 -1.027  -0.37
10 F -1.472 4.424 -1.924  0.18
11 F -1.377 2.479 -1.055  0.17
12 C 0.661 3.523 -1.522  -0.36
13 F 0.691 2.416 -2.259  0.18
14 F 1.543 3.349 -0.542  0.17
15 C 1.144 4.657 -2.490  -0.62
16 F 0.690 4.479 -3.687  0.23
17 F 2.457 4.526 -2.578  0.19
18 F 0.876 5.855 -2.032  0.20
19 H 0.672 5.433 0.368  0.12
20 C -0.269 -3.161 6.195  -0.11
21 O 0.381 -2.389 5.210  -0.20
22 C 0.613 -3.121 4.017  -0.20
23 C 0.747 -2.185 2.833  -0.17
24 O -0.499 -1.704 2.340  -0.16
25 C -1.169 -0.731 3.134  -0.17
26 C -0.513 0.632 3.090  -0.20
27 O 0.617 0.673 3.949  -0.19
28 C 1.529 1.682 3.581  -0.11
29 H 0.346 -4.020 6.487  0.09
30 H -0.429 -2.528 7.066  0.09
31 H -1.245 -3.507 5.835  0.09
32 H -0.208 -3.823 3.833  0.13
33 H 1.548 -3.683 4.144  0.13
34 H 1.179 -2.755 2.006  0.13
35 H 1.431 -1.362 3.046  0.12
36 H -1.310 -1.081 4.157  0.12
37 H -2.162 -0.635 2.688  0.13
38 H -1.225 1.392 3.438  0.13
39 H -0.218 0.857 2.059  0.11
40 H 1.903 1.517 2.563  0.09
41 H 2.373 1.642 4.268  0.09
42 H 1.066 2.674 3.649  0.09
43 C -1.211 -1.954 -0.568  -0.11
44 O -1.116 -2.503 -1.867  -0.20
45 C -1.639 -1.634 -2.858  -0.20
46 C -1.025 -1.930 -4.210  -0.18
47 O 0.282 -1.391 -4.374  -0.13
48 C 1.335 -2.036 -3.667  -0.18
49 C 1.720 -3.383 -4.244  -0.20
50 O 0.801 -4.384 -3.835  -0.20
51 C 0.797 -5.493 -4.705  -0.12
52 H -2.259 -1.783 -0.296  0.09
53 H -0.776 -2.661 0.131  0.08
54 H -0.649 -1.015 -0.504  0.09
55 H -1.441 -0.588 -2.592  0.12
56 H -2.725 -1.795 -2.906  0.13
57 H -1.635 -1.432 -4.968  0.13
58 H -1.043 -2.998 -4.434  0.12
59 H 1.112 -2.105 -2.602  0.12
60 H 2.196 -1.372 -3.774  0.13
61 H 2.714 -3.668 -3.872  0.13
62 H 1.749 -3.315 -5.338  0.13
63 H 0.514 -5.192 -5.720  0.09
64 H 0.059 -6.206 -4.339  0.09
65 H 1.779 -5.981 -4.723  0.09

Calculated values
* orbital gap: 9.5 eV
* max |F|: 2.747 eV Å⁻¹
* multiplicity: 1
* SMILES: O=S(=O)(F)NC(F)(F)C(F)(F)C(F)(F)C(F)(F)F.COCCOCCOC.COCCOCCOC
* E: -2680.43512 hartree
* charge: 0


# 3
C16H29F2N6O3Si | ωB97M-V with the def2-TZVPD basis set

Each line ends with the Löwdin charge.
Element x y z (Å)
1 C -3.163 -3.090 -2.145  -0.21
2 Si -2.987 -1.598 -0.877  0.50
3 C -3.828 -2.275 0.764  -0.21
4 C -1.096 -1.316 -0.677  -0.21
5 N -3.907 -0.243 -1.609  0.07
6 C -3.688 1.100 -1.448  -0.15
7 N -4.532 2.201 -2.124  0.05
8 C -3.505 3.046 -2.842  -0.16
9 O -2.510 3.697 -1.984  -0.07
10 C -2.416 3.092 -0.649  -0.27
11 N -1.129 3.642 -0.028  0.11
12 C 0.082 3.360 -0.887  -0.15
13 O 1.194 4.106 -0.655  0.05
14 F 0.173 2.389 -2.002  0.03
15 C -0.956 3.208 1.409  -0.16
16 O -1.515 3.884 2.449  0.07
17 F -0.088 2.023 1.668  0.01
18 N -2.531 1.586 -0.606  0.13
19 H -2.452 -3.968 -1.832  0.07
20 H -4.289 -3.405 -2.288  0.06
21 H -2.742 -2.659 -3.167  0.06
22 H -3.531 -3.431 0.808  0.08
23 H -5.012 -2.278 0.642  0.06
24 H -3.456 -1.724 1.727  0.04
25 H -0.948 -0.571 0.243  0.04
26 H -0.611 -2.342 -0.312  0.03
27 H -0.627 -0.915 -1.673  0.07
28 H -4.720 -0.511 -2.243  0.17
29 H -5.077 2.741 -1.417  0.14
30 H -4.043 3.797 -3.598  0.18
31 H -2.897 2.302 -3.551  0.17
32 H -3.304 3.526 0.020  0.20
33 H -2.729 1.317 0.386  0.15
34 C 4.168 1.453 2.509  -0.11
35 C 4.848 2.067 1.293  -0.26
36 C 3.882 2.345 0.141  -0.19
37 C 3.290 1.112 -0.400  -0.20
38 N 2.819 0.139 -0.817  0.16
39 H 3.731 0.477 2.273  0.06
40 H 4.895 1.305 3.313  0.08
41 H 3.373 2.105 2.884  0.08
42 H 5.655 1.404 0.957  0.12
43 H 5.316 3.012 1.595  0.11
44 H 4.425 2.861 -0.659  0.13
45 H 3.089 3.024 0.475  0.10
46 C 2.791 -3.685 2.649  -0.11
47 C 3.556 -3.656 1.332  -0.26
48 C 2.784 -2.970 0.204  -0.20
49 C 1.552 -3.690 -0.146  -0.21
50 N 0.576 -4.256 -0.413  0.14
51 H 1.862 -4.258 2.560  0.07
52 H 3.398 -4.155 3.428  0.08
53 H 2.540 -2.671 2.978  0.07
54 H 3.815 -4.681 1.043  0.12
55 H 4.500 -3.120 1.489  0.11
56 H 3.429 -2.913 -0.681  0.12
57 H 2.546 -1.939 0.490  0.08

Calculated values
* orbital gap: 8.4 eV
* max |F|: 10.772 eV Å⁻¹
* multiplicity: 1
* E: -1670.09628 hartree
* charge: +1


Look up the orbital gap of the third one.
8.4 eV


The lowest E belongs to which entry?
C16H29ClF7INO6Si2